## 1
Computed, not measured: a 8-piece molecular cluster, C26H73N5O8 overall, with ωB97M-V/def2-TZVPD.

Computed properties:
Structure (SMILES): COC[C@H](C)N.COC[C@H](C)N.COC[C@H](C)N.COC[C@H](C)N.COC[C@H](C)N.CCO.CCO.CCO
2S+1: 1

Geometry as XYZ:
```
112
C26H73N5O8, DFT ωB97M-V/def2-TZVPD
C 0.07 1.51 -3.32
C -0.92 2.63 -3.13
C -0.41 3.92 -3.77
O -1.19 4.99 -3.29
C -0.81 6.22 -3.86
N -2.26 2.25 -3.59
H 0.19 1.13 -4.35
H -0.29 0.64 -2.78
H 1.06 1.78 -2.95
H -0.97 2.91 -2.07
H -0.44 3.81 -4.87
H 0.65 4.07 -3.52
H -1.18 7.04 -3.25
H -1.23 6.32 -4.87
H 0.28 6.29 -3.94
H -2.72 3.12 -3.84
H -2.15 1.69 -4.42
C 1.41 -5.52 -0.98
C 2.49 -4.46 -1.11
C 1.88 -3.14 -1.52
O 1.54 -3.25 -2.89
C 0.34 -2.57 -3.18
N 3.19 -4.29 0.19
H 1.06 -5.77 -1.98
H 0.66 -5.17 -0.28
H 1.80 -6.48 -0.62
H 3.27 -4.73 -1.83
H 2.62 -2.33 -1.47
H 1.07 -2.92 -0.83
H -0.52 -2.98 -2.64
H 0.12 -2.64 -4.25
H 0.41 -1.51 -2.91
H 3.65 -3.39 0.25
H 3.97 -4.94 0.30
C -2.14 3.08 1.24
C -2.33 1.59 1.53
C -1.54 0.80 0.53
O -1.72 -0.58 0.74
C -0.83 -1.38 -0.01
N -1.86 1.30 2.89
H -1.12 3.36 1.54
H -2.84 3.67 1.82
H -2.20 3.33 0.18
H -3.40 1.40 1.41
H -0.47 1.06 0.65
H -1.77 1.11 -0.50
H -1.12 -1.40 -1.06
H -0.84 -2.40 0.35
H 0.20 -1.00 0.14
H -1.63 0.32 3.01
H -2.60 1.57 3.53
C 5.69 3.37 -2.01
C 4.57 4.34 -1.66
C 3.69 3.81 -0.55
O 3.19 2.54 -0.99
C 2.75 1.72 0.05
N 5.20 5.59 -1.19
H 5.31 2.52 -2.58
H 6.18 2.94 -1.13
H 6.47 3.87 -2.59
H 3.95 4.53 -2.54
H 2.80 4.45 -0.50
H 4.21 3.71 0.40
H 1.72 1.94 0.36
H 3.46 1.68 0.88
H 2.67 0.68 -0.30
H 5.64 6.04 -1.99
H 4.47 6.22 -0.87
C 2.59 2.03 5.33
C 3.22 0.73 4.85
C 2.35 0.08 3.80
O 2.90 -1.19 3.52
C 2.18 -1.96 2.59
N 4.51 1.03 4.18
H 2.79 2.84 4.64
H 2.93 2.28 6.34
H 1.50 1.90 5.41
H 3.35 0.07 5.71
H 2.34 0.76 2.93
H 1.30 -0.02 4.10
H 1.29 -2.40 3.07
H 2.84 -2.71 2.17
H 1.76 -1.37 1.76
H 5.27 0.99 4.85
H 4.69 0.28 3.53
C -5.68 -0.02 2.21
C -6.64 -0.07 3.38
O -7.98 0.18 2.99
H -5.95 0.79 1.53
H -5.84 -0.96 1.67
H -4.64 -0.07 2.51
H -6.36 0.67 4.15
H -6.59 -1.04 3.87
H -8.12 1.13 2.94
C -2.13 -4.72 2.34
C -2.11 -6.00 3.13
O -2.50 -7.09 2.28
H -3.12 -4.53 1.94
H -1.43 -4.81 1.50
H -1.82 -3.94 3.03
H -2.72 -5.93 4.03
H -1.09 -6.25 3.43
H -2.95 -7.76 2.80
C -3.55 -3.47 -3.45
C -3.37 -2.05 -3.96
O -2.53 -1.29 -3.11
H -4.23 -4.09 -4.03
H -3.89 -3.50 -2.41
H -2.57 -3.96 -3.40
H -4.35 -1.57 -4.07
H -2.94 -2.07 -4.96
H -3.08 -0.97 -2.38
```

Atom charges from the Löwdin analysis, given in e for atoms 1 to 99:
1 C -0.0580
2 C -0.4449
3 C -0.2356
4 O -0.1831
5 C -0.1122
6 N 0.0585
7 H 0.0883
8 H 0.0519
9 H 0.0752
10 H 0.1205
11 H 0.1361
12 H 0.1222
13 H 0.0861
14 H 0.0891
15 H 0.0846
16 H 0.0645
17 H 0.0669
18 C -0.0525
19 C -0.4228
20 C -0.2169
21 O -0.1663
22 C -0.1072
23 N 0.0283
24 H 0.0821
25 H 0.0708
26 H 0.0760
27 H 0.1380
28 H 0.1306
29 H 0.0960
30 H 0.0690
31 H 0.0960
32 H 0.0706
33 H 0.0542
34 H 0.0725
35 C -0.0604
36 C -0.4491
37 C -0.2203
38 O -0.1743
39 C -0.1024
40 N 0.0570
41 H 0.0785
42 H 0.0755
43 H 0.0691
44 H 0.1118
45 H 0.1175
46 H 0.1227
47 H 0.0598
48 H 0.0825
49 H 0.0721
50 H 0.0636
51 H 0.0705
52 C -0.0643
53 C -0.4439
54 C -0.1971
55 O -0.2052
56 C -0.1204
57 N 0.0267
58 H 0.0745
59 H 0.0841
60 H 0.0727
61 H 0.1325
62 H 0.1289
63 H 0.1300
64 H 0.0748
65 H 0.0831
66 H 0.0798
67 H 0.0677
68 H 0.0664
69 C -0.0675
70 C -0.4343
71 C -0.2309
72 O -0.1859
73 C -0.0945
74 N 0.0391
75 H 0.0753
76 H 0.0711
77 H 0.0722
78 H 0.1373
79 H 0.1216
80 H 0.1267
81 H 0.0926
82 H 0.0601
83 H 0.0692
84 H 0.0706
85 H 0.0616
86 C -0.0895
87 C -0.3295
88 O -0.0807
89 H 0.0759
90 H 0.0781
91 H 0.0570
92 H 0.1074
93 H 0.1098
94 H 0.0798
95 C -0.0916
96 C -0.3243
97 O -0.0886
98 H 0.0780
99 H 0.0592

## 2
Computed, not measured: a 8-piece molecular cluster, C26H73N5O8 overall, with ωB97M-V/def2-TZVPD.

Computed properties:
Structure (SMILES): COC[C@H](C)N.COC[C@H](C)N.COC[C@H](C)N.COC[C@H](C)N.COC[C@H](C)N.CCO.CCO.CCO
2S+1: 1

Geometry as XYZ:
```
112
C26H73N5O8, DFT ωB97M-V/def2-TZVPD
C 1.70 3.26 -5.45
C 1.24 4.64 -5.89
O 0.39 5.13 -4.88
H 1.98 3.14 -4.41
H 2.53 2.92 -6.06
H 0.87 2.59 -5.65
H 0.62 4.48 -6.77
H 2.03 5.37 -6.08
H 0.87 5.28 -4.06
C -3.67 -2.82 -6.36
C -5.01 -2.53 -5.68
O -4.88 -1.42 -4.85
H -3.30 -1.87 -6.76
H -3.72 -3.50 -7.21
H -2.89 -3.17 -5.68
H -5.27 -3.29 -4.95
H -5.77 -2.39 -6.45
H -4.30 -1.74 -4.16
C -5.64 6.72 -0.66
C -7.11 6.25 -0.52
O -7.50 6.43 0.88
H -5.58 7.80 -0.58
H -5.30 6.32 -1.62
H -5.06 6.24 0.13
H -7.28 5.26 -0.95
H -7.83 6.75 -1.18
H -7.33 7.35 1.12
C 3.08 3.49 5.87
C 2.14 3.47 7.12
C 0.71 3.60 6.65
O 0.46 4.77 5.95
C -0.93 4.89 5.56
N 2.31 2.24 7.75
H 3.02 4.27 5.11
H 3.04 2.62 5.22
H 4.07 3.60 6.30
H 2.40 4.32 7.76
H 0.00 3.64 7.48
H 0.40 2.74 6.07
H -0.93 5.86 5.06
H -1.52 5.00 6.47
H -1.43 4.16 4.94
H 1.79 1.62 7.13
H 1.74 2.41 8.57
C 2.98 9.29 0.21
C 3.55 8.12 -0.65
C 5.13 8.05 -0.59
O 5.64 6.94 -1.12
C 7.11 6.93 -1.17
N 2.87 6.87 -0.28
H 2.74 8.86 1.18
H 2.13 9.82 -0.20
H 3.59 10.20 0.22
H 3.40 8.35 -1.71
H 5.42 8.04 0.46
H 5.56 8.96 -1.00
H 7.48 7.88 -1.53
H 7.38 6.10 -1.82
H 7.53 6.73 -0.18
H 2.76 6.82 0.72
H 3.49 6.17 -0.68
C 4.82 -9.80 -3.56
C 4.14 -8.59 -2.86
C 3.35 -7.64 -3.92
O 4.24 -7.25 -5.02
C 5.46 -6.62 -4.56
N 3.13 -9.09 -2.00
H 5.08 -10.50 -2.76
H 5.73 -9.33 -3.94
H 4.18 -10.25 -4.31
H 4.88 -8.09 -2.23
H 3.01 -6.67 -3.55
H 2.62 -8.03 -4.63
H 5.39 -5.77 -3.89
H 6.12 -6.45 -5.41
H 6.03 -7.40 -4.06
H 2.73 -8.30 -1.50
H 3.55 -9.73 -1.34
C -1.05 -0.03 0.28
C -0.31 -1.30 -0.18
C 0.56 -2.01 0.96
O 1.64 -1.20 1.48
C 2.68 -0.90 0.52
N -1.31 -2.36 -0.65
H -0.31 0.68 0.64
H -1.68 -0.27 1.14
H -1.71 0.46 -0.43
H 0.25 -0.96 -1.05
H 1.06 -2.92 0.64
H -0.12 -2.30 1.77
H 3.58 -0.53 1.01
H 2.39 -0.17 -0.23
H 2.86 -1.78 -0.09
H -0.69 -3.16 -0.55
H -1.81 -2.40 0.22
C -4.44 -7.93 2.61
C -4.69 -6.73 3.58
C -6.10 -6.14 3.73
O -6.28 -5.31 2.68
C -7.42 -4.49 2.88
N -4.23 -7.26 4.87
H -3.43 -8.32 2.58
H -4.65 -7.74 1.56
H -4.96 -8.83 2.92
H -4.08 -5.89 3.28
H -6.25 -5.56 4.64
H -6.75 -7.01 3.72
H -7.48 -3.96 3.83
H -8.31 -5.09 2.69
H -7.56 -3.67 2.18
H -3.24 -7.25 5.09
H -4.52 -8.21 5.09
```

Atom charges from the Löwdin analysis, given in e for atoms 1 to 99:
1 C -0.0971
2 C -0.3265
3 O -0.0872
4 H 0.0702
5 H 0.0672
6 H 0.0729
7 H 0.1116
8 H 0.1066
9 H 0.0815
10 C -0.0941
11 C -0.3440
12 O -0.0790
13 H 0.0729
14 H 0.0679
15 H 0.0695
16 H 0.1077
17 H 0.1136
18 H 0.0841
19 C -0.0861
20 C -0.2892
21 O -0.1017
22 H 0.0685
23 H 0.0683
24 H 0.0722
25 H 0.1030
26 H 0.0961
27 H 0.0688
28 C -0.0511
29 C -0.4718
30 C -0.2633
31 O -0.1796
32 C -0.0920
33 N 0.0420
34 H 0.0667
35 H 0.0728
36 H 0.0694
37 H 0.1470
38 H 0.1202
39 H 0.1271
40 H 0.0876
41 H 0.0809
42 H 0.0872
43 H 0.0770
44 H 0.0800
45 C -0.0608
46 C -0.3923
47 C -0.2942
48 O -0.1904
49 C -0.0490
50 N 0.0397
51 H 0.0711
52 H 0.0689
53 H 0.0706
54 H 0.1236
55 H 0.1217
56 H 0.1191
57 H 0.0843
58 H 0.0871
59 H 0.0849
60 H 0.0594
61 H 0.0572
62 C -0.0424
63 C -0.4394
64 C -0.1193
65 O -0.2327
66 C -0.1125
67 N -0.0011
68 H 0.0730
69 H 0.0585
70 H 0.0879
71 H 0.1233
72 H 0.1092
73 H 0.1261
74 H 0.0888
75 H 0.0870
76 H 0.0507
77 H 0.0728
78 H 0.0702
79 C -0.0655
80 C -0.3951
81 C -0.1776
82 O -0.2064
83 C -0.0908
84 N 0.0321
85 H 0.0734
86 H 0.0721
87 H 0.0779
88 H 0.1174
89 H 0.1094
90 H 0.1221
91 H 0.0873
92 H 0.0738
93 H 0.0806
94 H 0.0424
95 H 0.0480
96 C -0.0726
97 C -0.3781
98 C -0.2634
99 O -0.1612

How do the structures above rank in stability at the extremes? 1 comes first and 2 comes last.